# 1
55
Properties=species:S:1:pos:R:3:lowdin_charge:R:1 method="wB97M-V/def2-TZVPD" e_homo_ev=-7.52 total_energy_ha=-9256.259465 max_force_ev_per_a=3.597
W -0.2434 -0.5697 -0.4596 0.63
C -3.4449 1.6572 0.3811 -0.31
Se -1.5129 1.6761 0.2088 0.84
C -1.1204 2.4411 1.9866 -0.49
C -1.2222 1.4298 3.0985 -0.49
Se -0.0099 -0.0604 2.6945 0.96
C -0.7075 -1.2003 4.1052 -0.33
H -3.7851 2.6892 0.3508 0.04
H -3.7390 1.1715 1.3058 0.02
H -3.8316 1.1091 -0.4742 0.02
H -1.8019 3.2802 2.1249 0.08
H -0.1040 2.8285 1.9013 0.06
H -2.2324 1.0313 3.1958 0.06
H -0.9095 1.8564 4.0529 0.08
H -0.5787 -0.6642 5.0422 0.03
H -0.1255 -2.1168 4.1182 0.01
H -1.7586 -1.4086 3.9260 0.02
S -1.3796 0.6325 -2.3189 -0.09
Sb -2.0723 -0.9974 -4.0651 0.46
S -1.0096 -2.4368 -2.0976 0.02
S -2.6746 -2.0534 -0.9503 0.43
S -0.3240 -0.8942 -5.4973 -0.15
O 1.9465 -0.6766 -3.4780 -0.17
C 3.0327 0.1161 -3.8907 -0.26
N 2.7315 1.5189 -4.1118 0.11
C 2.7864 2.5410 -3.2025 -0.44
O 2.8660 3.7041 -3.5341 0.09
C 2.6972 2.1154 -1.7516 -0.09
C 3.6704 2.3464 -0.7928 0.03
C 3.4452 1.8269 0.4760 -0.03
C 2.3302 1.0562 0.7264 -0.20
N 1.3503 0.8504 -0.1804 -0.18
C 1.5353 1.4655 -1.3662 -0.13
H 1.3355 -0.7368 -4.2515 -0.11
H 3.4316 -0.2738 -4.8282 0.13
H 3.7909 0.0210 -3.1192 0.10
H 2.6157 1.8082 -5.0710 0.15
H 4.5695 2.9004 -1.0262 0.13
H 4.1606 1.9727 1.2724 0.12
H 2.2303 0.5623 1.6806 0.03
H 0.7153 1.4580 -2.0647 0.01
Cl 1.6152 -4.1942 -0.7042 0.23
Si 1.6439 -2.1931 -0.2079 -0.63
Cl 1.9720 -2.4153 1.9304 0.16
Cl 3.5857 -1.6335 -0.7135 0.27
C -3.7135 -1.6312 1.9724 -0.11
O -2.5252 -1.0208 1.4782 -0.40
C -1.7141 -1.8012 0.6253 -0.93
C -1.4186 -3.1791 1.1946 -0.16
H -4.3380 -1.9948 1.1500 0.08
H -4.2567 -0.8641 2.5225 0.09
H -3.4945 -2.4592 2.6499 0.08
H -2.3338 -3.7242 1.4339 0.08
H -0.8026 -3.0971 2.0907 0.04
H -0.8734 -3.7698 0.4613 0.02

# 2
43
Properties=species:S:1:pos:R:3:lowdin_charge:R:1 method="wB97M-V/def2-TZVPD" e_homo_ev=-8.72 smiles="O=C(CCSCCC(=O)N1CCCC1)N1CCCC1" total_energy_ha=-1206.081370 max_force_ev_per_a=0.643
O -2.6819 2.0535 -1.0954 0.04
C -1.5813 2.0839 -1.6239 -0.51
C -1.1585 0.9996 -2.6061 -0.16
C -0.9373 -0.3122 -1.8591 -0.44
S 0.4778 -0.2316 -0.6990 0.89
C -0.3662 0.2331 0.8512 -0.43
C -0.9148 -0.9749 1.6008 -0.15
C 0.2466 -1.7683 2.1871 -0.50
O 0.8861 -1.3308 3.1281 0.05
N 0.5472 -2.9495 1.6203 -0.05
C -0.0677 -3.5730 0.4620 -0.17
C 0.6883 -4.8926 0.2992 -0.16
C 2.0652 -4.5716 0.8751 -0.16
C 1.7142 -3.6934 2.0687 -0.14
N -0.6899 3.0471 -1.3391 -0.04
C 0.6765 3.1729 -1.8198 -0.16
C 1.2127 4.4224 -1.1174 -0.16
C 0.3829 4.4864 0.1626 -0.16
C -0.9904 4.0496 -0.3288 -0.14
H -0.2618 1.2681 -3.1595 0.10
H -1.9841 0.8563 -3.3076 0.12
H -1.8217 -0.5772 -1.2815 0.08
H -0.7059 -1.1135 -2.5607 0.07
H 0.3874 0.7335 1.4590 0.08
H -1.1588 0.9328 0.5952 0.06
H -1.5136 -0.6083 2.4380 0.13
H -1.5491 -1.5766 0.9521 0.09
H -1.1371 -3.7395 0.6214 0.12
H 0.0676 -2.9404 -0.4222 0.08
H 0.7257 -5.2162 -0.7389 0.11
H 0.2113 -5.6742 0.8918 0.11
H 2.6223 -5.4606 1.1616 0.11
H 2.6506 -4.0034 0.1516 0.11
H 2.5017 -2.9951 2.3557 0.12
H 1.4539 -4.2977 2.9456 0.13
H 0.7028 3.2824 -2.9079 0.12
H 1.2577 2.2883 -1.5386 0.08
H 2.2815 4.3541 -0.9273 0.11
H 1.0224 5.3072 -1.7262 0.11
H 0.3692 5.4774 0.6098 0.11
H 0.7646 3.7737 0.8943 0.11
H -1.6242 3.6135 0.4450 0.12
H -1.5334 4.8852 -0.7855 0.13